P) The following is a quantum chemistry calculation of the molecule C2H2S2, from OMol25.

XYZ file:
```
6
Properties=species:S:1:pos:R:3:nbo_charge:R:1
S -3.37766 -0.66146 0.06081 0.10
C -2.02103 0.16369 -0.15094 -0.36
C -0.17640 0.28272 -0.00977 -0.51
S -1.36933 1.71029 0.01528 0.33
H 0.05657 0.24103 0.99620 0.20
H 0.54431 -0.06158 -0.73401 0.23
```

Output
LUMO level	-0.38	eV
multiplicity	1
SMILES	S=C1CS1
total charge	0

=====

Q) The following is a quantum chemistry calculation of a structure of composition C2H2S2, from OMol25.

XYZ file:
```
6
Properties=species:S:1:pos:R:3:nbo_charge:R:1
S -1.00205 0.11385 1.33901 0.18
S 0.27371 1.75844 1.77200 0.17
C 0.30297 -0.06084 0.20327 -0.42
C 1.13109 1.00312 0.42480 -0.41
H 0.40102 -0.90510 -0.49206 0.23
H 2.06831 1.26560 -0.07196 0.24
```

Output
LUMO level	-0.12	eV
multiplicity	1
total charge	0

=====

Least stable = P)

=====

P) The following is a quantum chemistry calculation of the molecule C10H12N2, from OMol25.

XYZ file:
```
24
Properties=species:S:1:pos:R:3:nbo_charge:R:1
C -0.81745 -0.94107 1.91460 -0.27
C -1.17477 0.02458 0.99614 -0.20
C 1.45008 -0.87298 1.12111 -0.28
C 0.50361 -1.39213 1.97632 0.01
C -0.21832 0.56216 0.15721 0.08
C 1.15064 0.15963 0.20864 0.15
C -0.59786 1.06800 -2.32429 -0.10
C 0.40020 1.93481 -1.70729 0.21
C 0.87485 -2.44537 2.97850 -0.62
C -1.79483 1.60873 -3.07376 -0.63
N 2.02089 0.79332 -0.56685 -0.73
N -0.53091 1.42161 -0.89284 -0.36
H -1.56026 -1.36577 2.57139 0.21
H -2.19715 0.36211 0.91373 0.22
H 2.47563 -1.21096 1.18062 0.20
H -0.26967 0.07181 -2.61073 0.21
H 0.90837 2.86036 -1.80239 0.23
H 0.17184 -3.27399 2.93004 0.22
H 1.87760 -2.82302 2.79568 0.21
H 0.83873 -2.03294 3.98627 0.22
H -1.47934 2.28825 -3.86574 0.22
H -2.44207 2.15435 -2.38938 0.23
H -2.36085 0.79443 -3.52314 0.22
H 2.77103 0.25408 -0.97385 0.36
```

Output
LUMO level (alpha / beta)	0.31 / 0.31	eV
multiplicity	1
total charge	0

=====

Q) The following is a quantum chemistry calculation of the molecule C10H12N2, from OMol25.

XYZ file:
```
24
Properties=species:S:1:pos:R:3:nbo_charge:R:1
C 3.89539 0.00452 -0.21587 -0.21
C 3.20041 -1.22845 -0.17222 -0.21
C 1.82888 -1.17745 0.04044 -0.18
C 1.15194 0.01902 0.15794 -0.08
C -0.34998 -0.01341 0.36995 0.05
N -1.12441 0.82275 -0.56295 -0.25
C -2.48200 1.19628 -0.03251 -0.25
C -3.43872 -0.00161 -0.11914 -0.43
C -2.48362 -1.17976 -0.04770 -0.26
N -1.20045 -0.73639 -0.57149 -0.28
C 1.82032 1.20121 0.04728 -0.18
C 3.22609 1.22953 -0.13574 -0.22
H 4.96402 -0.00178 -0.39181 0.21
H 3.73894 -2.15453 -0.32633 0.22
H 1.25578 -2.08222 0.20013 0.21
H -0.71374 -0.25306 1.38049 0.18
H -2.27252 1.47090 1.01278 0.19
H -2.76575 2.07945 -0.61063 0.22
H -4.07551 0.00485 -0.98866 0.22
H -4.12335 0.06283 0.73829 0.22
H -2.74113 -2.04061 -0.66163 0.22
H -2.34245 -1.49020 1.00020 0.18
H 1.23121 2.12508 0.09042 0.22
H 3.80066 2.14305 -0.20123 0.22
```

Output
LUMO level	1.04	eV
multiplicity	1
SMILES	c1ccc(C2N3CCCN23)cc1
total charge	0

=====

Least stable = P)

=====

P) The following is a quantum chemistry calculation of the molecule C4H8N2O2, from OMol25.

XYZ file:
```
16
Properties=species:S:1:pos:R:3:nbo_charge:R:1
C -0.61266 -1.58380 0.82882 -0.61
C 0.24200 -0.55929 0.09637 -0.41
C 0.26506 0.85757 1.15220 0.76
N 1.29314 1.69948 0.80896 -0.85
O -0.21515 0.78632 2.24914 -0.61
C -0.47463 0.20402 -0.93851 0.66
N -0.32202 -0.12263 -2.23727 -0.80
O -0.96992 1.29703 -0.57780 -0.62
H -0.17796 -1.79217 1.80475 0.24
H -0.71662 -2.49655 0.24307 0.20
H -1.60682 -1.19145 1.02406 0.23
H 1.20800 -0.93950 -0.23885 0.22
H 1.37497 2.51269 1.40248 0.39
H 1.42366 1.87979 -0.17372 0.39
H 0.01184 -1.03288 -2.50646 0.40
H -0.72289 0.48136 -2.93724 0.41
```

Output
LUMO level	0.61	eV
multiplicity	1
SMILES	CC(C(N)=O)C(N)=O
total charge	0

=====

Q) The following is a quantum chemistry calculation of the molecule C4H8N2O2, from OMol25.

XYZ file:
```
16
Properties=species:S:1:pos:R:3:nbo_charge:R:1
H 3.73415 1.73050 -0.67653 0.32
N 3.48490 1.03167 -0.08279 -0.26
N 2.48924 0.41019 -0.32841 -0.14
C 1.72960 -0.64136 0.15266 0.61
O 1.98428 -1.76210 -0.25757 -0.56
C 0.57694 -0.12539 0.99178 -0.53
C -0.78845 0.23663 0.31595 0.14
C -1.47284 -0.88109 -0.46962 -0.66
O -0.76406 1.37174 -0.40154 -0.70
H 0.33082 -0.92400 1.63540 0.24
H 0.89549 0.76007 1.52304 0.23
H -1.32942 0.58570 1.28849 0.17
H -1.90392 -0.54993 -1.44358 0.23
H -2.14805 -1.53071 0.03923 0.23
H -0.64285 -1.47910 -0.79491 0.22
H -0.14154 1.28023 -1.23682 0.46
```

Output
LUMO level	0.30	eV
multiplicity	1
SMILES	[H]/N=N/C(=O)C[C@H](C)O
total charge	0

=====

R) The following is a quantum chemistry calculation of a structure of composition C4H8N2O2, from OMol25.

XYZ file:
```
16
Properties=species:S:1:pos:R:3:nbo_charge:R:1
C -0.16785 -1.22981 -0.01101 0.41
C -0.10283 -0.38152 0.96171 -0.43
C 0.09853 1.03999 0.71587 0.48
C 0.63895 1.80247 -0.41562 -0.14
H 0.20172 -0.15902 -1.98976 0.45
H -0.65999 -2.00936 -1.79831 0.41
H -0.66544 -2.53684 1.44740 0.39
H -0.42842 -3.29857 -0.11959 0.38
H -0.07366 -0.89153 2.01861 0.22
H 0.01692 1.49785 -1.29004 0.14
H 1.62113 1.45176 -0.90265 0.21
H -0.31094 3.39997 0.68788 0.51
N -0.11555 -1.06445 -1.44730 -0.89
N -0.61560 -2.49087 0.51469 -0.82
O -0.02263 1.69748 1.77951 -0.60
O 0.58565 3.17247 -0.15140 -0.71
```

Output
LUMO level	0.48	eV
multiplicity	1
total charge	0

=====

S) The following is a quantum chemistry calculation of a cluster of 2 separate species, C4H8N2O2 in total, from OMol25.

XYZ file:
```
16
Properties=species:S:1:pos:R:3:nbo_charge:R:1
O -1.88747 0.50511 -1.28847 -0.70
C -1.31909 0.25283 -0.04336 0.52
O -1.87481 1.02235 0.97671 -0.66
C -0.52780 -0.74575 0.20110 -0.05
C 0.17058 -1.67145 1.06755 -0.24
N 0.11436 -1.84889 -0.33703 -0.57
H -1.43432 -0.06851 -1.91683 0.50
H -2.42393 1.55735 0.48743 0.48
H 1.08001 -1.07254 1.25171 0.18
H -0.25475 -2.25680 1.87455 0.22
H 0.97804 -1.54225 -0.80077 0.37
C 1.17591 1.48158 -0.32568 -0.02
N 1.99564 0.66353 -0.81597 -0.67
H 0.23973 1.65370 -0.80150 0.17
H 1.15265 1.72364 0.79534 0.15
H 2.81525 0.34612 -0.32476 0.35
```

Output
LUMO level	0.79	eV
multiplicity	1
SMILES	OC(O)=C1CN1.C=N
total charge	0

=====

Least stable = S)

=====

P) The following is a quantum chemistry calculation of a structure of composition C4H8N2O2, from OMol25.

XYZ file:
```
16
Properties=species:S:1:pos:R:3:nbo_charge:R:1
C 0.54738 -1.05259 0.45480 -0.48
C -0.84210 -0.89422 -0.14386 0.49
C 0.57242 0.31821 -0.28572 0.27
N 1.45639 1.36060 0.09365 -0.86
C -1.01360 0.51404 0.26171 0.00
O -1.71795 -1.83365 -0.48365 -0.65
O -1.02164 0.87336 1.60466 -0.72
N 0.11405 -0.07289 -1.58922 -0.73
H -2.61737 -1.49795 -0.36277 0.49
H -0.28161 1.50059 1.71707 0.49
H 2.40776 1.03684 0.22793 0.37
H 1.44353 2.09832 -0.60238 0.38
H 0.84748 -0.58799 -2.08129 0.33
H -1.65443 1.13654 -0.36718 0.18
H 0.59684 -1.06893 1.54373 0.22
H 1.16284 -1.83026 0.01250 0.21
```

Output
LUMO level	0.73	eV
multiplicity	1
total charge	0

=====

Q) The following is a quantum chemistry calculation of the molecule C4H8N2O2, from OMol25.

XYZ file:
```
16
Properties=species:S:1:pos:R:3:nbo_charge:R:1
C -0.79063 -0.32250 1.21793 -0.03
C -0.34299 0.67190 0.23711 0.32
N -1.23889 1.26474 -0.55256 -0.74
N 1.36702 0.51713 -1.59971 -0.84
C 0.09109 -1.37713 0.15205 0.28
C 0.92166 0.20501 -0.29674 -0.18
O -0.11748 -0.43237 2.42032 -0.71
O 0.78132 -2.21197 0.78481 -0.72
H 0.41884 -1.26117 2.30953 0.50
H -1.87338 -0.43943 1.30296 0.17
H -2.19095 1.38691 -0.24177 0.41
H -0.92247 1.73475 -1.38934 0.40
H 0.69510 0.44809 -2.34744 0.36
H 2.00854 1.28934 -1.70391 0.38
H -0.53780 -1.63249 -0.71631 0.14
H 1.73102 0.15920 0.42308 0.25
```

Output
LUMO level	0.37	eV
multiplicity	1
total charge	0

=====

Least stable = P)